Entry 1:
Formula: C18H11Cl2N3O2S
Source: OMol25
Level of theory: the ωB97M-V functional and the def2-TZVPD basis

Summary:
- LUMO (eV) = -0.773
- HOMO level (eV) = -8.18
- DFT total energy (hartree) = -2325.41425
- gap between HOMO and LUMO (eV) = 7.41
- spin multiplicity = 1
- F_max (eV/Å) = 17.99

The geometry in XYZ format:
```
37
Properties=species:S:1:pos:R:3:forces:R:3:nbo_charge:R:1
C 4.790953 1.513270 0.675391 -8.6 3.8 -8.9 -0.575
C 4.045442 0.268796 0.527309 -3.9 1.0 -1.3 -0.055
C 2.909286 0.356112 -0.276392 -1.8 -8.5 3.0 0.193
C 2.049944 -0.960299 -0.328882 -1.6 1.2 -3.6 0.071
N 0.926841 -1.344833 -1.181048 0.8 1.3 1.4 -0.664
S 0.352441 -2.753979 -0.692535 2.3 0.5 1.2 1.011
N 1.457020 -3.225705 0.468217 0.6 4.0 -2.9 -0.621
C 2.361711 -2.052260 0.353190 -0.4 -4.3 3.8 0.123
C 3.484014 -1.997904 1.177366 1.5 1.8 -0.1 -0.210
C 4.301747 -0.910799 1.263116 -1.1 1.3 -1.1 -0.201
H 5.101068 -0.605768 1.889519 0.9 -1.5 1.2 0.218
H 3.724444 -2.787912 1.747905 0.6 -2.9 2.0 0.216
N 2.406922 1.201500 -1.116674 -2.3 5.6 -2.5 -0.624
C 1.145049 1.882475 -1.305305 -1.8 -1.4 -2.5 0.665
O 0.932407 2.577869 -2.361613 1.1 -2.6 5.1 -0.561
C -0.019369 1.246482 -0.338847 7.4 3.8 -4.6 0.179
C 0.052688 0.975013 0.955366 -0.9 1.4 2.2 -0.278
C -1.311101 0.622934 1.294031 7.0 3.7 -16.2 -0.245
C -1.832434 0.663405 -0.052088 -8.2 -3.4 7.2 0.305
C -3.307799 0.114879 -0.147117 6.0 -0.4 -11.1 -0.018
C -4.334300 0.286629 0.582025 -2.9 3.4 10.1 -0.254
C -5.689393 -0.072526 0.599764 2.6 -1.9 -5.8 -0.068
C -5.890181 -0.741349 -0.663201 -4.3 2.0 5.8 -0.257
C -4.952784 -1.041585 -1.475472 7.8 -2.7 -10.9 -0.193
C -3.598691 -0.471470 -1.670772 -3.0 -0.3 8.2 -0.074
Cl -2.299176 -0.992567 -2.605466 -0.5 -0.3 -0.8 0.094
H -5.101276 -1.818866 -2.556249 -0.4 2.3 3.5 0.203
H -6.852998 -1.041545 -0.923739 -1.6 -0.8 -0.1 0.226
Cl -6.878462 0.090738 1.731381 -0.6 0.5 1.1 0.112
H -4.028022 0.802151 1.643363 -0.6 -0.9 -2.3 0.202
O -1.121147 1.053361 -1.041926 0.4 0.1 0.9 -0.343
H -1.686247 0.412046 2.058054 -5.9 -3.4 11.4 0.174
H 0.843370 1.382016 1.611338 -0.3 -0.9 -0.5 0.246
H 3.107770 1.740865 -1.511614 1.4 1.6 -1.5 0.399
H 5.256602 1.579072 -0.338697 0.0 0.7 0.5 0.214
H 4.164609 2.599419 0.782858 1.5 -3.3 0.0 0.211
H 5.489034 1.450348 1.227434 9.1 -0.5 7.9 0.181
```
Forces are in eV/Å.

---

Entry 2:
Formula: C6H55N2O22
Source: OMol25
Level of theory: the ωB97M-V functional and the def2-TZVPD basis

Summary:
- LUMO (eV) = -3.248
- HOMO level (eV) = -11.54
- DFT total energy (hartree) = -2026.15640
- charge = +1
- gap between HOMO and LUMO (eV) = 8.29
- spin multiplicity = 1
- F_max (eV/Å) = 2.16

The geometry in XYZ format:
```
85
Properties=species:S:1:pos:R:3:forces:R:3:lowdin_charge:R:1
C 2.186339 1.785473 1.071679 0.0 -0.3 -0.8 -0.062
C 1.376990 2.210914 -0.170844 0.2 0.0 0.9 -0.205
C 0.257334 3.155772 0.230866 -0.1 -0.1 -0.7 -0.112
N -0.963087 2.356964 0.539263 1.5 1.6 0.3 -0.035
C -1.586901 1.433880 -0.246018 0.6 0.1 -0.1 -0.030
C -2.609580 0.962530 0.478951 -0.3 -0.7 -0.9 -0.040
N -2.589809 1.620218 1.665989 -1.1 -0.5 0.8 0.131
C -1.572890 2.477646 1.694656 -0.6 -0.6 0.0 -0.008
H 3.084654 2.379848 1.180299 0.0 0.2 0.3 0.083
H 2.493996 0.755312 0.935195 0.2 -0.2 0.1 0.067
H 1.572745 1.824658 1.967495 0.0 0.1 0.2 0.065
H 1.987765 2.681801 -0.929450 0.2 0.1 0.0 0.107
H 0.989304 1.304478 -0.617780 -0.2 0.0 -0.3 0.070
H 0.482485 3.750303 1.112533 0.1 -0.1 0.2 0.100
H -0.000983 3.868075 -0.546603 -0.1 -0.1 -0.3 0.101
H -1.225172 1.167093 -1.216816 0.1 0.0 -0.2 0.146
H -3.277937 0.197218 0.137066 -0.5 -0.1 0.5 0.138
H -3.266602 1.445132 2.392388 0.1 0.2 0.2 0.183
H -1.325701 3.127891 2.509870 0.3 0.2 0.1 0.162
O -2.342042 4.584216 -1.253578 0.1 -0.1 0.1 -0.031
H -2.109104 3.799432 -0.752290 -0.2 0.0 -0.1 -0.018
H -3.220267 4.399561 -1.617180 -0.1 0.2 0.1 0.028
O 1.207347 5.201055 2.860939 0.1 -0.1 0.3 -0.064
H 0.622295 5.465228 3.583728 -0.1 -0.1 0.0 0.027
H 1.297506 6.003155 2.331211 -0.2 0.0 -0.1 0.038
O -5.343049 4.251452 -0.870995 0.0 -0.3 0.1 -0.053
H -6.307259 4.163467 -0.892866 -0.1 0.1 -0.3 0.024
H -5.096732 3.962875 0.011961 0.0 0.1 0.1 0.027
O 2.438825 -0.214363 -1.742568 -0.1 0.0 0.0 -0.043
H 2.626455 -1.158757 -1.710905 0.1 -0.1 -0.1 0.019
H 3.101598 0.136008 -2.347153 0.0 0.0 0.0 0.051
O 2.808425 -2.901448 -3.211179 -0.2 0.0 0.1 -0.041
H 3.241945 -3.582459 -3.738684 0.1 0.0 0.0 0.073
H 1.867486 -3.065965 -3.346969 0.0 -0.2 0.0 0.053
O 0.967412 -1.239794 -5.141698 -0.4 -0.1 0.1 -0.061
H 1.411644 -1.352203 -4.295899 0.2 0.2 -0.1 -0.015
H 1.006338 -0.290913 -5.294360 0.2 0.0 -0.1 0.031
O -0.118512 6.552570 0.655869 0.0 -0.2 0.1 -0.045
H 0.364076 5.897381 0.138158 0.1 0.3 -0.3 -0.007
H -1.047690 6.345696 0.506782 0.0 0.1 -0.1 0.038
O 2.797608 -4.995967 -0.769052 -0.2 0.2 0.1 -0.043
H 2.221368 -4.713817 -0.046203 -0.1 -0.4 0.1 0.025
H 2.943633 -4.195927 -1.282470 0.1 0.1 -0.2 0.017
O 5.079671 -6.673704 -0.686305 -0.1 -0.3 0.0 -0.061
H 4.904955 -7.619640 -0.664416 0.0 0.0 -0.1 0.047
H 4.200074 -6.262895 -0.723360 0.1 0.2 0.2 0.000
O -8.064769 3.793836 -2.355438 0.3 0.2 0.1 -0.057
H -7.594108 3.132215 -2.870680 -0.1 0.0 -0.1 0.030
H -8.989481 3.625918 -2.559608 0.0 -0.1 0.1 0.044
O -0.992394 -2.298639 -0.410228 0.0 -0.1 0.1 -0.038
H -1.609924 -2.514611 -1.118934 0.0 0.0 0.0 0.043
H -1.253864 -1.418155 -0.127280 0.1 0.0 0.0 0.000
O 2.004626 5.406273 -1.511218 0.0 -0.1 0.1 -0.034
H 2.039001 5.646908 -2.442732 -0.1 0.0 0.0 0.057
H 2.882739 5.620668 -1.178527 0.0 0.0 0.0 0.057
O 0.285665 -5.030256 1.156630 0.2 0.2 -0.4 -0.059
H -0.095068 -4.187275 0.885735 0.0 0.1 0.0 0.014
H -0.477225 -5.623175 1.213873 0.1 0.1 0.3 0.029
O -8.705355 0.911678 -2.178044 0.0 -0.1 0.0 -0.053
H -9.362053 0.363350 -1.736771 -0.1 0.0 -0.1 0.046
H -7.947475 0.892602 -1.587318 0.0 0.0 0.0 0.031
O 3.516345 3.690578 4.238980 0.0 0.1 0.0 -0.062
H 3.071324 4.498362 3.954256 -0.1 0.0 -0.1 0.003
H 2.804400 3.049790 4.306412 0.0 -0.1 0.0 0.016
O 7.590292 -6.457755 0.825377 -0.1 -0.2 0.0 -0.073
H 7.821638 -7.226223 1.353846 0.0 0.0 0.0 0.025
H 6.701125 -6.646449 0.488678 0.0 0.3 -0.1 -0.014
O 3.634754 0.088917 -5.730817 0.1 0.1 0.1 -0.059
H 3.408403 -0.366630 -6.547955 -0.1 0.0 0.0 0.042
H 4.243849 -0.511076 -5.289707 0.0 0.0 0.0 0.035
O -1.502724 -6.105732 2.983404 -0.1 -0.2 0.1 -0.064
H -1.631872 -5.602131 3.791229 0.0 0.1 0.0 0.045
H -0.804055 -6.738673 3.208596 -0.2 -0.2 0.0 0.012
O -1.165641 4.823880 4.962707 0.1 -0.4 -0.3 -0.038
H -0.897542 4.065274 5.493860 0.1 0.1 0.2 0.051
H -2.053808 4.602255 4.666821 -0.1 0.2 0.1 0.035
O -3.034098 -0.553797 -2.655512 0.2 0.1 0.2 -0.044
H -2.717285 -0.451042 -3.560446 0.0 -0.1 0.0 0.057
H -3.127785 0.348888 -2.337624 -0.2 0.1 -0.2 0.013
O 2.890025 -5.780668 3.256379 -0.1 0.0 0.0 -0.055
H 2.220352 -5.907149 2.575362 -0.1 0.1 0.0 0.003
H 2.751688 -4.877895 3.555170 0.0 0.0 0.0 0.030
O -0.443589 -8.761654 3.579337 0.0 0.0 0.1 -0.046
H -1.203192 -9.122069 4.047600 -0.1 0.0 -0.1 0.051
H 0.270147 -9.379819 3.765372 0.1 0.1 0.0 0.052
```
Forces are in eV/Å.

---

Entry 3:
Formula: C4H7N3O
Source: OMol25
Level of theory: the ωB97M-V functional and the def2-TZVPD basis

Summary:
- LUMO (eV) = 0.155
- HOMO level (eV) = -8.73
- DFT total energy (hartree) = -395.83245
- gap between HOMO and LUMO (eV) = 8.88
- spin multiplicity = 1
- F_max (eV/Å) = 8.27

The geometry in XYZ format:
```
15
Properties=species:S:1:pos:R:3:forces:R:3:nbo_charge:R:1
C -3.681726 -0.167088 0.082544 -1.7 -1.4 -1.1 -0.069
C -0.542969 -0.049057 -0.093521 7.2 3.1 1.6 0.352
C 3.050084 0.592960 -0.353955 -6.2 0.9 3.5 -0.285
C 2.932019 -0.611371 0.496874 -2.1 0.6 1.5 -0.295
H -4.570831 -0.854241 -0.474861 2.7 1.6 2.0 0.212
H -4.070168 0.673235 0.809725 1.2 -1.5 -1.7 0.221
H -0.930362 -0.856514 -0.644926 2.1 -1.2 -1.1 0.201
H 3.660580 0.571318 -1.158282 1.6 0.3 -2.6 0.199
H 2.353852 1.548015 -0.012703 3.1 -2.0 -0.5 0.251
H 3.398438 -1.566692 0.365122 0.7 -0.1 -0.8 0.212
H 2.685961 -0.541736 1.581719 0.1 0.5 -0.9 0.205
N -2.462119 -0.460503 -0.265869 -7.0 4.2 1.6 -0.181
N 0.653397 0.321748 0.329708 -1.5 -1.0 -2.1 -0.385
N 1.770623 -0.373821 -0.434648 0.6 0.0 1.1 -0.276
O -1.600653 0.752747 0.167276 -0.9 -4.0 -0.3 -0.364
```
Forces are in eV/Å.

---

Entry 4:
Formula: C18H20AsAuBN4O6S4Te
Source: OMol25
Level of theory: the ωB97M-V functional and the def2-TZVPD basis

Summary:
- LUMO (eV) = 1.908
- HOMO level (eV) = -4.00
- DFT total energy (hartree) = -5625.65461
- charge = -1
- gap between HOMO and LUMO (eV) = 5.91
- spin multiplicity = 1
- F_max (eV/Å) = 0.60

The geometry in XYZ format:
```
56
Properties=species:S:1:pos:R:3:forces:R:3:nbo_charge:R:1
Au 2.248024 -1.666419 0.375793 0.2 0.1 0.4 0.703
O 0.847270 -1.243069 -3.952270 -0.4 0.0 -0.2 -1.026
As 0.400840 -0.559886 -2.449598 0.6 0.0 0.2 2.489
O -1.295426 -0.126120 -2.445333 0.3 0.0 -0.2 -1.109
O 0.427353 -1.604369 -1.175548 -0.3 -0.2 -0.1 -1.207
C 1.296592 1.139583 -2.281077 -0.1 0.1 0.0 -0.346
C 0.492385 2.258016 -2.103062 0.0 0.0 0.0 -0.221
C 1.066052 3.512592 -1.953844 0.0 0.0 0.0 -0.230
C 2.445738 3.648338 -1.986904 0.0 0.0 0.0 -0.195
C 3.250394 2.536771 -2.197890 0.0 0.0 0.0 -0.189
C 2.677856 1.285503 -2.354858 0.1 0.0 0.0 -0.334
S 3.709712 -0.125059 -2.746501 -0.1 0.0 0.0 2.430
O 3.389352 -0.375237 -4.159141 0.0 0.0 0.0 -1.019
O 5.063617 0.277724 -2.481511 0.0 0.0 -0.1 -0.968
O 3.161087 -1.186225 -1.906946 0.0 0.0 -0.2 -1.027
H 1.801835 -1.011195 -4.154988 -0.1 0.0 0.1 0.539
H -0.580424 2.140718 -2.101999 0.0 0.0 0.0 0.232
H 0.433612 4.381414 -1.816486 0.0 0.0 0.0 0.210
H 2.899286 4.623402 -1.860553 0.0 0.0 0.0 0.212
H 4.328041 2.616856 -2.243120 0.0 0.0 0.0 0.249
C -0.537917 -4.764241 -0.492707 0.0 0.0 0.0 -0.409
N -0.790045 -4.136424 0.789587 0.0 0.0 0.0 -0.365
C -2.027142 -3.802939 1.299807 0.0 0.0 0.0 -0.094
C -1.796653 -3.141765 2.453943 0.0 0.1 0.0 -0.072
N -0.433506 -3.054900 2.650416 0.0 0.0 0.0 -0.511
B 0.209946 -2.135447 3.754719 0.0 0.0 -0.1 0.186
N 0.182839 -0.658555 3.187469 0.0 0.0 0.1 -0.505
C -0.969562 0.097627 3.162021 0.0 0.0 0.0 -0.069
C -0.701872 1.280528 2.565505 0.0 0.0 0.0 -0.092
N 0.633215 1.246692 2.227894 0.0 0.1 0.1 -0.369
C 1.364497 2.272606 1.516535 0.0 0.0 -0.1 -0.398
C 1.167085 0.058141 2.613072 0.1 -0.1 -0.2 0.292
S 2.818932 -0.354252 2.347866 -0.1 0.2 0.0 -0.352
C 0.180528 -3.683447 1.624188 0.1 0.0 0.0 0.293
S 1.851934 -3.958656 1.368090 -0.1 -0.2 0.0 -0.386
H -1.463309 -5.223918 -0.836534 0.0 0.0 0.0 0.192
H 0.237122 -5.518045 -0.377486 0.0 0.0 0.0 0.232
H -0.197160 -4.012854 -1.205024 0.0 0.0 0.0 0.243
H -2.940553 -4.055281 0.791735 0.0 0.0 0.0 0.217
H -2.489016 -2.723193 3.162612 0.0 0.0 0.0 0.218
H 1.327852 -2.472379 3.992118 0.0 0.0 0.0 -0.005
H -0.543166 -2.145346 4.705045 0.0 0.0 0.0 -0.071
H -1.892031 -0.272569 3.572178 0.0 0.0 0.1 0.222
H -1.332066 2.122969 2.341376 0.0 0.0 0.0 0.221
H 0.692845 3.111191 1.340780 0.0 0.0 0.0 0.196
H 1.719521 1.879575 0.563012 0.0 0.0 0.0 0.227
H 2.226249 2.593891 2.098015 0.0 0.0 0.0 0.222
Te -1.798151 -0.320553 -0.477226 0.0 0.0 0.2 0.947
C -3.177746 1.256343 -0.596734 -0.1 0.0 -0.1 -0.578
C -2.948780 2.606230 -0.679825 0.0 -0.1 0.1 -0.274
C -4.133594 3.382566 -0.634301 0.0 0.0 0.0 -0.265
C -5.253432 2.612846 -0.504575 0.0 0.0 0.0 -0.437
S -4.862845 0.955217 -0.464762 0.0 0.0 0.0 0.478
H -1.957354 3.024987 -0.763118 0.0 0.0 0.1 0.222
H -4.154996 4.462118 -0.678591 0.0 0.0 0.0 0.220
H -6.274868 2.947902 -0.421260 0.0 0.0 0.0 0.233
```
Forces are in eV/Å.